Computed, not measured: a molecular structure, C58H120BeF12N14O23 at a distorted geometry, with ωB97M-V/def2-TZVPD.

Output
HOMO: -8.25 eV
E_LUMO: -0.5 eV
Net charge: 0
E_tot: -163050.961 eV
F_max: 4.7 eV/Å

XYZ file:
```
228
Properties=species:S:1:pos:R:3:lowdin_charge:R:1
H 8.3643 -0.5384 4.3360 0.079
H 4.2552 -4.0390 0.2417 0.089
H 3.8986 -0.0213 5.2676 0.077
H -2.1556 -0.2578 -3.6226 0.066
C -4.2312 2.9653 -0.2782 -0.331
F 3.1945 2.6456 -1.2513 0.146
H 1.0806 7.3347 -4.2085 0.088
H -2.2504 2.6338 8.1022 0.085
O -1.6408 -5.5167 0.3286 -0.011
C 7.3464 -0.7901 4.0384 -0.042
H 0.9359 -1.8285 -0.6798 0.124
N 3.2381 -2.8808 -4.9392 -0.171
C 0.9957 2.9124 4.9444 -0.314
H 5.5225 4.9820 2.4087 0.087
H -3.1529 4.6739 6.0227 0.129
H 1.7344 -2.1777 -6.3138 0.091
C -2.9821 3.3931 1.7387 -0.037
H -4.5498 -0.7728 1.1765 0.081
H 6.8419 3.9635 2.0410 0.086
F -0.1932 2.6200 -7.5829 0.175
H 3.4526 -3.4532 -6.8955 0.137
O -1.7005 4.3166 -5.8883 0.134
C 6.1768 -1.4785 1.8734 -0.020
O 1.2144 2.6972 6.1406 -0.013
H -5.6298 -3.8169 -3.2534 0.079
C -3.9057 2.8745 -5.0798 -0.252
N 2.4531 -1.5138 5.0499 -0.161
H 1.3857 6.2060 4.8759 0.075
C -3.3873 -7.8468 0.2778 -0.032
H 4.2324 -3.8191 -3.2991 0.098
H 3.6833 -2.2147 -2.9359 0.056
H -1.4296 -0.9965 7.6229 0.095
C 5.3461 2.9361 4.0647 -0.029
C 3.9602 -3.4836 -5.9190 -0.359
H -0.6275 5.4770 -0.7197 0.070
H -1.5733 -2.3256 -4.8767 0.073
O -4.9771 -3.6922 -5.9971 -0.029
H -0.2453 -4.2473 4.6346 -0.093
H 1.1261 -2.9173 -4.9370 0.058
C 3.1437 2.7073 -2.6045 -0.491
H 2.5103 -3.5446 -3.1936 0.080
C -1.7928 6.7256 7.4336 -0.323
H -6.4962 -4.6378 -1.9160 0.091
H 4.6937 -0.6566 -4.4142 0.098
N -2.4496 -7.3738 -0.7587 -0.150
C -2.3856 -0.8600 7.1175 -0.033
H -0.9517 -1.8025 -6.4556 0.077
C -4.7904 -4.0407 -0.1469 -0.347
H -0.5268 4.6284 -2.2522 0.079
H -6.8027 2.2674 1.6720 0.085
C 2.8519 -0.2150 5.5020 -0.056
H 1.0217 6.9968 -0.4055 0.131
C 4.1922 0.6361 -6.1770 -0.031
C -0.3899 7.3981 7.6838 -0.552
H 2.8440 -0.1639 6.5907 0.090
O -1.7712 5.3442 7.4809 0.011
H 1.6515 4.0549 2.3108 0.074
H -2.6789 -2.3427 -8.5163 0.084
N -5.5913 0.7453 2.3625 -0.175
H -2.0049 -7.4976 -2.8346 0.068
F 0.0431 8.1038 6.5964 0.132
H -2.6832 5.5265 0.4255 0.073
C -1.6387 -6.2843 -0.6283 -0.287
C -0.6085 5.6170 -1.8005 -0.063
C -3.7741 -3.5055 -5.7149 -0.353
H -6.9847 2.0115 3.4059 0.092
H -3.4274 -8.4119 -2.3956 0.088
H 6.6272 -0.0027 4.2639 0.070
H 6.4190 2.8246 4.2213 0.084
N 0.4806 6.4390 -2.3114 -0.174
H -0.0717 -5.2459 -5.3703 0.124
C -4.6237 0.8004 3.2991 -0.352
H -1.5819 2.8626 6.5601 0.060
C 3.3729 -3.6778 0.7701 -0.057
H 4.3627 2.2468 0.8832 0.130
H -1.5382 6.0567 -2.1617 0.088
F 0.5473 6.5245 7.8947 0.192
H -3.4498 -2.6714 5.9115 0.140
H -4.1509 -1.4820 -1.9335 0.095
N -2.9766 -2.7216 -6.4096 -0.152
N 2.6935 -2.7158 -0.0361 -0.163
H 5.2414 -0.9915 2.1490 0.060
C 3.4094 1.3665 -3.2883 -0.271
O -2.7267 7.3428 7.0452 0.180
H -4.2944 3.6771 -5.7067 0.130
H -7.7005 0.9375 2.2196 0.087
H -0.5808 0.3477 5.4731 0.081
O 4.9599 -4.0949 -5.6050 0.009
H -1.9397 3.4438 1.4244 0.059
H -4.0819 5.5943 -0.6398 0.093
H 1.5268 -3.3509 5.4011 0.116
H -0.9709 -3.4427 -6.1336 0.059
C -1.3551 -0.0140 0.4106 -0.412
F -0.5123 8.2670 8.6784 0.179
C -6.8032 1.5096 2.4555 -0.046
O -0.3457 -4.2973 3.6640 -0.422
H 2.2535 -5.7045 -5.9539 0.084
H -2.8390 -7.8342 1.2197 0.087
H 2.0921 -7.2686 -5.1438 0.095
H -6.6132 -2.9113 -2.1808 0.094
H -4.3288 5.8330 1.0477 0.097
F -0.6759 0.9235 -6.3468 0.114
H 2.8212 5.2505 4.8799 0.080
F -0.1539 0.9836 2.4169 0.078
N -4.8232 -3.4737 -1.3297 -0.161
H 2.8084 -5.9809 -2.5287 0.086
H 1.2335 -5.7989 -1.7528 0.084
C 3.4749 -1.5508 -0.4872 -0.046
C 4.9432 0.3221 -4.8240 -0.168
C 0.5228 6.4860 -3.8129 -0.008
C -1.1766 0.1713 -3.4093 -0.042
H -3.7032 4.6928 7.7362 0.132
H 4.4439 1.5103 -6.7773 0.080
H -5.8446 2.1781 -4.3699 0.083
O 2.5957 0.4117 -3.3111 0.093
C 1.9406 -2.2627 -5.2469 -0.047
O -4.7049 1.4121 4.3652 -0.013
N 5.0815 3.0317 2.6388 -0.191
H -3.4456 -2.8285 -2.7663 0.076
C -1.7026 3.0741 -5.9115 -0.297
O -1.0608 -0.3088 -1.0133 -0.111
O 2.1941 7.8050 -1.9746 -0.047
N 1.3294 -5.7635 -3.9216 -0.178
O -4.0246 -3.7339 0.7425 -0.010
N 1.1402 4.1612 4.3537 -0.154
H -3.1201 -1.5177 7.5822 0.084
C -2.8509 4.5811 7.0659 -0.238
H 3.3376 -1.9265 3.1013 0.045
C -2.8340 -2.1824 5.1408 -0.275
O -2.7724 -2.2883 3.8695 -0.096
C -5.4535 -0.1654 1.2266 -0.046
H -4.1148 1.9301 0.0781 0.106
O -0.8637 -5.2140 -3.4605 -0.023
C -1.5620 -2.5467 -5.9440 -0.037
F 1.0119 0.2371 0.6750 0.103
H -3.5538 -8.9240 0.2769 0.090
F 1.8859 3.1142 -2.9310 0.134
H -1.8982 -9.0261 -2.0262 0.083
H 6.3269 -1.5194 0.7946 0.074
H 3.1216 0.5991 -5.9754 0.055
C 1.7438 -6.1905 -2.6327 -0.067
C -2.4676 3.1092 7.1457 -0.066
H -2.9974 -2.4757 -1.1317 0.081
C 1.7663 5.2228 5.1526 -0.046
H -4.5692 1.1225 -3.9915 0.065
H 6.0895 -2.5555 2.0165 0.083
O -1.7547 -1.1969 0.9915 -0.206
H -3.2205 -3.9839 -4.8921 0.125
H -4.3429 -2.1962 -8.0591 0.090
O 1.7849 -2.2594 7.0939 -0.029
O -4.7944 3.2771 -1.3385 -0.021
H -1.0742 0.9427 -4.1726 0.041
H -5.5514 -4.8249 -0.0119 0.142
C 0.8334 4.4529 2.9113 -0.022
H 0.9722 5.6022 -4.2657 0.076
H 1.6312 -2.5015 3.3500 0.070
H -1.9001 1.4178 -1.7526 0.107
H -4.2585 -7.2281 0.4933 0.081
O 0.6178 -3.6183 0.2849 -0.028
H -3.2424 2.6183 6.5568 0.066
H -3.0729 -1.0206 -7.5335 0.078
H 4.3326 -0.2164 -6.8415 0.069
C 2.3621 -1.7154 3.5393 -0.006
C 3.4470 -3.0988 -3.5281 -0.046
O 8.8303 -1.0186 0.7901 -0.021
H 6.0124 0.2047 -5.0004 0.127
Be -1.7326 -3.5478 1.9127 1.014
C 2.2632 -6.2039 -4.9851 -0.039
H 7.0372 -1.7515 4.4486 0.093
H -3.6030 3.4458 -4.2023 0.125
H -0.4024 -0.5884 -3.5170 0.069
N -2.0863 -1.2642 5.7441 -0.141
C 4.1970 2.2385 1.9716 -0.315
N -3.7827 3.8577 0.6165 -0.168
H -0.5360 -0.9134 4.3839 0.079
H 9.4183 -0.4546 2.6477 0.128
H 0.6735 5.5094 2.6958 0.083
O -2.7924 2.2942 -5.6181 0.004
H -3.7537 0.2005 2.9903 0.117
H 2.7844 -4.5934 0.8290 0.094
C 8.6063 -0.8020 1.9902 -0.339
H -2.2355 0.6268 0.3632 0.119
F -0.2017 2.0077 0.5450 0.112
N 7.3963 -0.9191 2.5806 -0.168
O 3.5260 1.5193 2.6679 0.001
H 3.6325 -3.3518 1.7773 0.065
C -0.2134 0.7631 1.0336 -0.461
O 4.6503 1.3497 -3.8892 0.014
C 1.9228 -2.4422 5.8803 -0.331
C -3.8546 -2.5228 -1.8033 -0.019
H -0.1519 1.3504 -1.9660 0.097
H 4.3940 -1.9417 -0.9237 0.081
H 2.0847 -0.7428 3.1328 0.064
C -2.4517 -8.0871 -2.0341 -0.062
H 1.8841 -1.3609 -4.6372 0.067
C -3.7357 5.2572 0.3372 -0.046
H 2.0880 0.5017 5.2004 0.066
C -1.2602 -0.3133 4.9349 -0.007
F 0.5994 2.6355 -5.5858 0.163
H -5.1167 1.1374 -5.6509 0.079
H -0.4929 6.4593 -4.2076 0.076
C 0.0546 -5.3830 -4.2852 -0.293
H 0.6036 2.1574 4.2455 0.112
C -1.0651 0.7555 -1.9811 -0.229
H -3.0899 2.3665 2.0890 0.072
F 4.0220 3.6394 -3.0155 0.169
H -0.0524 3.8930 2.6116 0.052
H -6.2699 -0.8875 1.2386 0.088
H 5.0395 1.9758 4.4793 0.070
C 1.2757 7.1018 -1.4717 -0.312
H 1.5478 5.1552 6.2183 0.074
C -3.3274 -2.0697 -7.6838 -0.025
H 2.8540 -0.9315 -1.1345 0.071
H -0.8798 -6.2594 -1.4255 0.103
H -2.7416 0.1657 7.2143 0.076
H 3.7437 -0.9626 0.3903 0.071
C 5.7616 4.0389 1.9173 -0.090
C 1.3329 -2.7257 -0.1802 -0.284
C -0.4639 2.2825 -6.3253 -0.521
C -5.9248 -3.7561 -2.2059 -0.041
H 5.0615 3.8123 4.6473 0.089
H -5.6246 0.4053 0.3139 0.075
H 5.6254 4.2376 0.8543 0.094
H 3.2748 -5.9937 -4.6378 0.079
C -4.9223 1.7760 -4.7892 -0.038
H -3.0173 4.0702 2.5922 0.099
H -1.8105 0.2443 4.1771 0.070
H 1.6754 -7.2710 -2.5064 0.099
```